1.
Entry from OMol25: 2 unconnected molecules or ions with the total composition C4H5NO2 (wB97M-V/def2-TZVPD).

Calculated values
E = -9812.7539 eV
HOMO-LUMO gap = 9.923 eV
ΔE to the lowest compared entry with this formula, charge and spin = 150.61 kJ/mol

Each line ends with the natural charge from an NBO analysis.
Geometry (Å):
C -1.3952 -0.4015 -0.5285  -0.69
C 0.0712 -0.0609 -0.5680  0.18
C 0.4086 1.3823 -0.2338  0.38
O 1.5307 1.8121 -0.1671  -0.46
C 1.1956 -0.1819 2.3594  0.49
O 2.2482 -0.5323 2.5970  -0.49
N 1.0407 -0.8363 -0.8347  -0.54
H -1.9268 0.0927 -1.3508  0.23
H -1.5558 -1.4800 -0.6100  0.23
H -1.8436 -0.0499 0.4082  0.23
H -0.4702 2.0347 -0.0368  0.11
H 0.6965 -1.7791 -1.0349  0.33

Forces on atoms 1 to 3 (eV/Å):
C -0.03 -0.07 0.00
C 0.21 -0.24 -0.09
C 0.44 0.28 0.02

=====

2.
Entry from OMol25: C6H11NOS2 in the gas phase (wB97M-V/def2-TZVPD).

Calculated values
E = -31603.2377 eV
HOMO-LUMO gap (alpha / beta) = 7.835 / 7.837 eV
ΔE to the lowest compared entry with this formula, charge and spin = 385.52 kJ/mol

Each line ends with the natural charge from an NBO analysis.
Geometry (Å):
C 2.1306 -0.4308 0.7189  0.50
C 3.3183 -0.7301 0.2800  -0.59
C 0.2738 -0.5883 1.9548  -0.08
C -0.4588 -0.1323 0.6556  -0.19
C -2.9125 -0.9002 -0.6938  -0.70
C -0.0742 2.1787 -1.6201  -0.79
N 0.3197 -0.3846 -0.3927  -0.70
O 1.6008 -0.1062 1.8613  -0.48
S -1.8946 -1.3066 0.7932  0.12
S 0.4021 0.3792 -1.7962  0.48
H 4.2612 -0.6518 0.9367  0.24
H 3.5666 -1.0574 -0.6930  0.24
H -0.1695 -0.2710 2.8373  0.21
H 0.4028 -1.6842 2.1518  0.21
H -1.0474 0.8960 0.6209  0.20
H -3.3066 0.0239 -0.5359  0.20
H -3.5820 -1.7636 -0.8091  0.23
H -2.2554 -0.8516 -1.4941  0.22
H 0.1386 2.4806 -2.6637  0.24
H 0.4795 2.5921 -0.7635  0.22
H -1.1932 2.3081 -1.3481  0.21

Forces on atoms 1 to 3 (eV/Å):
C -2.44 0.13 -1.61
C 2.09 0.24 1.52
C 0.83 -0.84 -0.77

=====

3.
Entry from OMol25: a gas-phase ion, C3H8N (charge +1) (wB97M-V/def2-TZVPD).

Calculated values
charge = +1
E = -4723.0194 eV
HOMO-LUMO gap = 11.441 eV
structure (SMILES) = C=C(C)[NH3+]
ΔE to the lowest compared entry with this formula, charge and spin = 39.34 kJ/mol

Each line ends with the natural charge from an NBO analysis.
Geometry (Å):
C 0.0801 -1.3221 0.5895  -0.35
C 0.0357 -0.0723 0.2068  0.14
C -0.9770 0.9780 0.5474  -0.67
N 0.7852 0.2328 -1.0825  -0.69
H 0.8142 -2.1045 0.4137  0.24
H -0.4981 -1.7373 1.4134  0.25
H -0.6049 1.6420 1.3299  0.26
H -1.1340 1.6541 -0.2944  0.22
H -1.9591 0.5634 0.7550  0.27
H 1.5549 0.8968 -0.9959  0.45
H 0.1107 0.6657 -1.7025  0.44
H 1.1173 -0.6089 -1.5578  0.45

Forces on atoms 1 to 3 (eV/Å):
C 0.57 -1.46 1.90
C -0.82 -0.35 -1.44
C 0.48 0.67 -0.28

=====

Short version: molecular weight = 99.09, 177.29, 58.10 g mol⁻¹, in the order given.
Short version: maximum force = 0.0278, 0.1052, 0.0480 hartree/bohr, in the order given.